No. 1
The following is a DFT calculation (ωB97M-V/def2-TZVPD) of C25H60O23Tl as an isolated structure in a non-equilibrium geometry.

Geometry as XYZ:
```
109
C25H60O23Tl ωB97M-V/def2-TZVPD
Tl 2.574 -5.907 -0.681
C 1.097 -1.308 1.500
C -0.067 -0.572 1.380
C -0.933 -0.740 0.225
O -2.089 -0.180 0.054
C -0.625 -1.527 -0.839
C 0.487 -2.492 -0.797
C 1.382 -2.359 0.571
O 2.207 -3.275 0.710
O 0.655 -3.498 -1.506
O -0.237 0.334 2.330
H 1.859 -1.269 2.264
H -1.242 -1.533 -1.725
C -4.458 -0.843 -3.179
O -4.814 -0.933 -1.817
H -3.811 -1.675 -3.457
H -5.306 -0.800 -3.863
H -3.892 0.066 -3.384
H -3.991 -1.104 -1.354
C 4.322 0.801 1.798
C 5.488 1.704 2.195
O 5.608 2.711 1.194
O 3.031 1.405 1.681
H 4.193 0.033 2.561
H 4.724 0.223 0.966
H 6.371 1.094 2.383
H 5.128 2.261 3.060
H 6.513 2.681 0.875
H 2.405 0.766 2.029
C -0.097 5.595 2.102
C 0.117 4.136 2.599
O 0.711 3.190 1.680
O 0.977 5.859 1.231
H -0.300 6.183 2.997
H -0.993 5.687 1.488
H -0.740 3.748 3.149
H 0.847 4.171 3.408
H 0.575 2.268 1.908
H 1.018 6.814 1.142
C 3.585 0.265 -1.580
C 2.108 0.752 -1.879
O 1.596 1.537 -0.881
O 4.334 1.454 -1.379
H 4.023 -0.224 -2.450
H 3.652 -0.398 -0.717
H 1.417 -0.023 -2.212
H 2.503 1.283 -2.745
H 0.688 1.782 -1.073
H 5.239 1.169 -1.235
C -2.026 -3.203 2.061
C -3.077 -3.489 0.988
O -4.513 -3.181 1.193
O -2.428 -3.769 3.284
H -2.054 -2.123 2.205
H -1.006 -3.519 1.839
H -3.119 -4.578 0.947
H -2.626 -3.229 0.031
H -4.744 -2.273 0.986
H -3.235 -3.391 3.641
C -1.207 -0.388 -4.953
C -0.805 -1.797 -4.597
O 0.350 -1.814 -3.759
O -1.548 0.333 -3.819
H -2.080 -0.401 -5.605
H -0.331 0.063 -5.419
H -0.607 -2.238 -5.574
H -1.734 -2.171 -4.165
H 0.288 -2.480 -3.071
H -0.942 0.261 -3.078
C -4.442 0.818 2.967
C -3.180 1.630 3.374
O -2.598 2.222 2.168
O -3.985 -0.401 2.362
H -5.220 1.189 2.300
H -4.825 0.684 3.978
H -2.482 1.121 4.037
H -3.447 2.559 3.878
H -1.987 1.570 1.818
H -3.399 -0.211 1.625
C 1.855 2.096 5.480
C 1.430 0.697 5.936
O 1.296 -0.390 4.912
O 3.161 1.995 4.961
H 1.892 2.705 6.383
H 1.094 2.357 4.744
H 0.444 0.616 6.393
H 2.052 0.301 6.739
H 1.073 0.062 4.095
H 3.695 1.306 5.363
C -0.685 4.360 -2.053
C -1.364 3.375 -1.135
O -0.921 2.059 -1.325
O 0.714 4.527 -1.820
H -1.205 5.317 -2.014
H -0.869 4.029 -3.076
H -2.447 3.383 -1.251
H -1.031 3.653 -0.135
H -1.459 1.455 -0.807
H 0.898 5.221 -2.458
C -0.193 -5.307 -4.676
C 0.815 -5.288 -5.870
O 2.127 -5.843 -5.856
O -0.438 -6.718 -4.300
H -1.142 -4.839 -4.939
H 0.171 -4.846 -3.759
H 1.036 -4.261 -6.160
H 0.473 -5.913 -6.695
H 2.257 -6.175 -4.965
H 0.440 -7.037 -4.080
```

Calculated values
- Calculated total energy: -78671.1311 eV
- ⟨S²⟩: 0.7809
- Kohn-Sham gap (spin up / spin down): 6.1 / 5.0 eV
- Multiplicity: 2

Here are the Löwdin charges for atoms 1 to 6, given in e: number 1, Tl, carries 1.027; number 2, C, carries 0.130; number 3, C, carries -0.237; number 4, C, carries -0.345; number 5, O, carries -0.015; number 6, C, carries 0.055

---

No. 2
The following is a DFT calculation (ωB97M-V/def2-TZVPD) of an isolated ion of composition C4H10NO and charge -1.

Geometry as XYZ:
```
16
C4H10NO ωB97M-V/def2-TZVPD
C 0.693 -1.658 -1.089
N 0.330 -1.411 0.308
C -0.268 -0.090 0.593
C -1.617 0.078 -0.027
C 0.681 1.126 0.251
O 0.062 2.312 0.142
H 0.173 -0.954 -1.732
H 1.757 -1.502 -1.287
H 0.420 -2.674 -1.359
H 1.155 -1.501 0.887
H -0.349 -0.052 1.680
H -1.892 1.122 0.078
H -2.390 -0.585 0.375
H -1.607 -0.125 -1.106
H 1.265 0.857 -0.669
H 1.443 1.126 1.086
```

Calculated values
- Calculated total energy: -7846.8453 eV
- ΔE to the lowest compared entry with this formula, charge and spin: 66.68 kJ/mol
- Charge: -1
- Kohn-Sham gap: 6.3 eV
- Multiplicity: 1

Here are the natural (NBO) charges for atoms 1 to 6, given in e: number 1, C, carries -0.422; number 2, N, carries -0.651; number 3, C, carries -0.085; number 4, C, carries -0.631; number 5, C, carries -0.019; number 6, O, carries -0.962

---

No. 3
The following is a DFT calculation (ωB97M-V/def2-TZVPD) of one molecule with the formula CH2F3NOS in a non-equilibrium geometry.

Geometry as XYZ:
```
9
CH2F3NOS ωB97M-V/def2-TZVPD
C -0.810 0.645 -0.429
N 1.551 0.172 0.694
O -0.452 -1.271 1.281
F -0.689 1.777 0.286
F -2.107 0.325 -0.406
F 0.506 -1.515 -1.212
S 0.272 -0.489 0.359
H -0.572 0.748 -1.589
H 2.301 -0.392 1.016
```

Calculated values
- Calculated total energy: -23585.7465 eV
- ⟨S²⟩: 2.0083
- ΔE to the lowest compared entry with this formula, charge and spin: 484.78 kJ/mol
- Kohn-Sham gap (spin up / spin down): 7.5 / 4.9 eV
- Multiplicity: 3

Here are the natural (NBO) charges for atoms 1 to 6, given in e: number 1, C, carries 0.352; number 2, N, carries -1.104; number 3, O, carries -0.525; number 4, F, carries -0.302; number 5, F, carries -0.299; number 6, F, carries -0.457

---

No. 4
The following is a DFT calculation (ωB97M-V/def2-TZVPD) of one molecule with the formula C5H6NP in a non-equilibrium geometry.

Geometry as XYZ:
```
13
C5H6NP ωB97M-V/def2-TZVPD
H -2.709 0.429 -0.149
N -2.023 1.132 -0.111
C -0.877 0.700 -0.104
C 0.244 1.502 -0.283
C 1.338 0.732 -0.183
C 1.062 -0.581 0.458
C -0.414 -0.695 0.125
P -1.460 -1.969 -0.324
H -0.514 -2.912 -0.076
H 0.261 2.429 -0.759
H 2.387 1.009 -0.403
H 1.640 -1.469 0.280
H 1.065 -0.305 1.529
```

Calculated values
- Calculated total energy: -16058.4271 eV
- ΔE to the lowest compared entry with this formula, charge and spin: 173.43 kJ/mol
- Kohn-Sham gap: 8.6 eV
- Multiplicity: 1

Here are the natural (NBO) charges for atoms 1 to 6, given in e: number 1, H, carries 0.332; number 2, N, carries -0.586; number 3, C, carries 0.169; number 4, C, carries -0.256; number 5, C, carries -0.096; number 6, C, carries -0.511

---

No. 5
The following is a DFT calculation (ωB97M-V/def2-TZVPD) of a 2-piece molecular cluster, C7H12N4O2 overall in a non-equilibrium geometry.

Geometry as XYZ:
```
25
C7H12N4O2 ωB97M-V/def2-TZVPD
C 0.907 0.145 -0.101
C 3.705 -1.783 -0.307
C 0.341 1.461 -0.053
C 4.354 -0.501 -0.132
C 2.157 -0.323 0.112
C -4.085 -0.859 1.183
C -3.667 -0.223 -1.194
N 2.441 -1.704 -0.015
N 3.539 1.735 0.086
N -0.920 1.385 -0.148
N 3.385 0.378 0.077
O -4.679 -0.449 -0.102
O -2.551 -0.221 -0.917
H 0.084 -0.664 -0.203
H 4.280 -2.627 -0.579
H 0.852 2.361 -0.044
H 5.441 -0.400 -0.191
H -3.762 -1.927 1.276
H -3.376 -0.199 1.431
H -4.046 -0.023 -2.258
H -5.001 -0.980 1.751
H 2.837 2.293 0.576
H 4.519 1.886 0.279
H -1.372 2.276 -0.016
H -5.381 -1.037 -0.511
```

Calculated values
- Calculated total energy: -17486.9291 eV
- ΔE to the lowest compared entry with this formula, charge and spin: 596.41 kJ/mol
- Charge: +2
- Kohn-Sham gap: 8.1 eV
- Multiplicity: 1

Here are the natural (NBO) charges for atoms 1 to 6, given in e: number 1, C, carries -0.074; number 2, C, carries 0.048; number 3, C, carries 0.040; number 4, C, carries 0.067; number 5, C, carries 0.220; number 6, C, carries -0.259

---

No. 6
The following is a DFT calculation (ωB97M-V/def2-TZVPD) of C46H45CdF3N3O2PS as an isolated structure in a non-equilibrium geometry.

Geometry as XYZ:
```
102
C46H45CdF3N3O2PS ωB97M-V/def2-TZVPD
Cd -1.090 1.260 0.017
C 1.161 -0.664 3.905
C 0.009 0.192 3.434
C 0.300 1.501 3.023
C 1.717 2.014 3.111
C -0.734 2.363 2.629
C -0.420 3.790 2.236
C -2.074 1.941 2.745
C -3.177 2.970 2.687
C -2.354 0.613 3.084
C -3.775 0.113 3.104
C -1.314 -0.259 3.440
C -1.694 -1.650 3.878
H 1.443 -0.388 4.924
H 2.030 -0.515 3.268
H 0.923 -1.724 3.909
H 2.296 1.733 2.228
H 2.217 1.610 3.988
H 1.738 3.096 3.203
H -0.218 4.397 3.122
H -1.246 4.246 1.697
H 0.457 3.834 1.589
H -3.432 3.260 1.669
H -2.869 3.867 3.224
H -4.076 2.597 3.167
H -4.189 0.132 4.116
H -3.811 -0.910 2.741
H -4.410 0.705 2.451
H -2.103 -2.206 3.033
H -2.456 -1.602 4.655
H -0.858 -2.213 4.278
O -1.812 -2.553 -1.079
S -2.332 -1.213 -0.956
O -2.545 -0.742 0.413
N -1.333 -0.122 -1.534
C -0.924 0.179 -2.799
C -1.444 -0.343 -3.966
C -0.953 0.049 -5.217
C 0.061 0.960 -5.326
C 0.622 1.530 -4.165
C 1.668 2.475 -4.202
C 2.181 2.963 -3.033
C 1.633 2.531 -1.818
N 0.639 1.677 -1.743
C 0.136 1.151 -2.889
C -3.914 -1.159 -1.777
C -4.806 -0.142 -1.486
C -6.057 -0.156 -2.082
C -6.401 -1.175 -2.958
C -5.490 -2.178 -3.259
C -4.238 -2.171 -2.667
H -2.251 -1.057 -3.906
H -1.393 -0.386 -6.105
H 0.447 1.239 -6.297
H 2.060 2.799 -5.157
H 2.990 3.679 -3.028
H 2.017 2.906 -0.876
H -4.519 0.642 -0.799
H -6.768 0.627 -1.857
H -7.386 -1.191 -3.405
H -5.759 -2.971 -3.943
H -3.505 -2.937 -2.875
N 0.980 -1.380 0.538
C 1.993 -2.344 0.407
C 2.671 -2.751 1.563
C 3.725 -3.641 1.516
C 4.119 -4.186 0.307
C 3.459 -3.810 -0.847
C 2.415 -2.891 -0.827
P 1.631 -2.299 -2.376
C 3.132 -1.532 -3.109
C 4.003 -0.788 -2.314
C 5.072 -0.113 -2.882
C 5.281 -0.162 -4.251
C 4.403 -0.873 -5.053
C 3.331 -1.544 -4.489
C 1.482 -3.836 -3.380
C 2.527 -4.513 -4.005
C 2.266 -5.611 -4.809
C 0.966 -6.057 -4.992
C -0.079 -5.401 -4.361
C 0.179 -4.296 -3.566
H 0.608 -1.352 1.477
H 0.246 -1.456 -0.157
H 2.355 -2.362 2.521
H 4.234 -3.919 2.430
H 4.936 -4.893 0.264
H 3.762 -4.247 -1.788
H 3.844 -0.739 -1.243
H 5.752 0.444 -2.249
H 6.127 0.350 -4.689
H 4.555 -0.914 -6.123
H 2.641 -2.087 -5.121
H 3.547 -4.173 -3.888
H 3.084 -6.123 -5.297
H 0.772 -6.912 -5.628
H -1.095 -5.748 -4.501
H -0.625 -3.773 -3.065
F -2.348 2.671 -2.223
C -2.317 2.859 -0.865
F -1.876 4.151 -0.721
F -3.651 2.919 -0.524
```

Calculated values
- Calculated total energy: -89839.7887 eV
- Kohn-Sham gap: 7.8 eV
- Multiplicity: 1

Here are the Löwdin charges for atoms 1 to 6, given in e: number 1, Cd, carries 1.443; number 2, C, carries -0.061; number 3, C, carries -0.199; number 4, C, carries -0.204; number 5, C, carries -0.034; number 6, C, carries -0.250

---

No. 7
The following is a DFT calculation (ωB97M-V/def2-TZVPD) of C5H10N2O as an isolated structure in a non-equilibrium geometry.

Geometry as XYZ:
```
18
C5H10N2O ωB97M-V/def2-TZVPD
C -1.314 1.651 -0.033
C 1.739 0.070 1.242
C -0.477 0.426 -0.390
C 0.392 -0.050 0.661
N -0.162 0.396 -1.783
C -0.860 -0.811 0.550
O 0.373 -2.201 -0.956
N -0.008 -1.901 0.398
H 0.957 -2.956 -0.824
H 0.337 -0.447 -2.030
H -0.998 0.460 -2.352
H -1.710 -0.854 1.224
H -2.239 1.657 -0.614
H -1.564 1.672 1.027
H -0.751 2.551 -0.279
H 2.502 -0.379 0.596
H 1.787 -0.411 2.219
H 1.997 1.128 1.345
```

Calculated values
- Calculated total energy: -10369.5709 eV
- ΔE to the lowest compared entry with this formula, charge and spin: 553.28 kJ/mol
- Kohn-Sham gap: 8.8 eV
- Multiplicity: 1

Here are the natural (NBO) charges for atoms 1 to 6, given in e: number 1, C, carries -0.610; number 2, C, carries -0.643; number 3, C, carries 0.101; number 4, C, carries 0.095; number 5, N, carries -0.831; number 6, C, carries -0.110

---

No. 8
The following is a DFT calculation (ωB97M-V/def2-TZVPD) of C16H23N5OS as an isolated structure in a non-equilibrium geometry.

Geometry as XYZ:
```
46
C16H23N5OS ωB97M-V/def2-TZVPD
C 1.953 3.598 2.657
C 2.127 2.304 1.853
C 2.231 2.431 0.246
N 2.594 1.292 -0.287
C 1.544 0.614 -0.690
C 0.536 0.950 -1.234
C -0.444 0.081 -1.583
C -0.349 -1.230 -1.723
C 0.811 -1.749 -1.066
C 1.690 -0.961 -0.519
H 2.744 -1.550 -0.114
H 0.989 -2.839 -0.968
N -1.466 -2.008 -2.092
C -2.677 -2.152 -2.138
S -3.630 -3.075 -3.010
N -3.206 -1.086 -1.270
N -4.698 -0.578 -1.429
H -4.949 -1.070 -2.298
C -5.460 -1.052 -0.556
H -4.807 -0.844 0.564
C -5.846 -2.376 -0.414
C -6.775 -2.807 -1.227
N -7.705 -2.941 -2.110
H -6.186 -2.818 0.753
H -4.961 -3.072 -0.869
H -6.357 -0.369 -0.506
H -2.753 -0.252 -0.862
H -0.977 -3.174 -2.595
H -1.230 0.480 -2.238
H 0.397 1.929 -1.471
C 3.956 0.735 0.160
H 4.204 -0.040 -0.298
C 3.832 0.556 1.774
C 5.125 0.271 2.443
H 5.084 0.151 3.511
H 5.521 -0.976 1.877
H 5.915 0.993 1.995
O 3.506 1.658 2.576
H 3.092 -0.166 2.023
H 4.843 1.428 0.076
H 1.262 2.822 0.154
H 3.265 3.111 0.307
H 1.524 1.676 2.204
H 1.010 4.172 2.415
H 2.903 4.432 2.317
H 1.819 3.503 3.661
```

Calculated values
- Calculated total energy: -37281.0147 eV
- ΔE to the lowest compared entry with this formula, charge and spin: 1804.22 kJ/mol
- Kohn-Sham gap: 8.1 eV
- Multiplicity: 1

Here are the natural (NBO) charges for atoms 1 to 6, given in e: number 1, C, carries -0.613; number 2, C, carries 0.105; number 3, C, carries -0.215; number 4, N, carries -0.437; number 5, C, carries 0.235; number 6, C, carries -0.339